Entry from OMol25: a 13-piece molecular cluster, C49H74Cl2O24 overall at a distorted geometry (ωB97M-V with the def2-TZVPD basis set).

Geometry as XYZ:
```
149
Properties=species:S:1:pos:R:3:forces:R:3
Cl -0.350 -2.863 3.523 -0.0018 -0.2129 -0.4919
Cl -1.860 -0.366 4.164 1.0858 -0.6972 0.2115
O -4.561 3.872 1.027 1.0524 0.1051 -0.1444
O 1.735 -0.841 -0.646 -0.2988 -0.3135 0.5879
O 1.316 3.696 -0.558 0.4139 0.0711 0.3761
O 0.288 3.229 2.583 -0.6716 -0.3244 -0.8230
O -4.839 -0.208 -2.371 -0.4073 -0.0694 -0.4654
O -5.802 2.090 1.053 1.1972 -0.2191 0.9436
O -5.670 -4.557 1.277 -0.1826 3.0755 1.3454
O 4.351 -2.566 -2.142 0.3676 0.0906 -1.8608
O 4.098 3.366 -2.345 -0.3258 -0.8222 -0.3989
O 0.007 -4.931 0.241 0.8729 -0.1809 0.2157
O -0.634 2.849 -1.260 0.1423 -0.1198 0.1440
O 4.366 3.392 2.002 -0.0636 -1.2662 -0.2934
O -3.883 0.068 -0.374 -0.1534 0.8445 -1.8038
O -5.371 -3.300 3.120 -0.2182 0.3024 -0.4777
O 0.738 -1.635 -2.468 -0.0650 0.1817 1.1907
O 4.272 1.181 -2.823 -0.1361 0.8517 0.3620
O -0.051 5.300 1.833 -0.7255 0.1170 -0.0512
O -0.694 -0.966 -5.046 0.4309 -0.2289 -0.3436
O 2.561 -0.717 5.117 0.2229 -0.4467 -0.2806
O -1.863 0.329 -3.650 -0.0916 0.0014 -0.4390
O -1.470 -3.264 -0.020 0.5395 -0.7187 0.7545
O 4.148 1.144 1.657 0.4256 1.3033 -0.0404
O 4.101 -2.659 0.016 -0.2502 -0.5144 0.0168
O 2.614 -2.015 3.304 -0.9549 -0.6309 0.2761
C 3.854 -3.128 -1.070 -0.5522 -0.3283 1.5131
C -0.510 -0.236 -0.905 1.2516 0.9253 0.5968
C 4.692 2.374 1.421 0.0789 0.3444 0.2504
C -4.147 1.953 -1.924 2.2281 0.8544 -0.4361
C 4.705 -3.001 3.384 -1.1534 -0.0343 0.2677
C 2.424 0.961 -4.268 -0.0197 -1.0273 0.9098
C -5.184 0.574 -3.549 -0.1745 0.4031 0.1402
C -3.333 4.350 1.588 0.7971 0.7552 0.3067
C -5.294 -1.083 2.190 1.3275 -1.3709 0.1594
C -2.554 3.120 2.077 -1.1627 0.9576 0.6046
C 1.948 5.001 -0.447 1.9681 -0.0332 -0.0774
C 3.883 -3.315 -3.305 0.4178 1.0330 -0.4304
C 3.606 2.365 -2.822 0.1150 0.7922 0.4459
C -1.338 -3.112 -4.194 0.0610 1.2134 0.1284
C -2.874 -3.191 -0.184 -1.3037 1.3946 -2.3223
C -1.120 -4.581 0.115 -1.0797 0.3124 -0.5560
C 4.411 -2.343 4.738 0.9801 0.3251 0.7475
C -3.690 2.136 2.361 0.8876 -0.1494 -0.5518
C 0.473 4.537 2.594 2.3255 0.4231 0.8247
C -1.670 -0.746 -4.154 0.4355 0.2796 0.5851
C -5.197 2.030 -3.037 1.7691 -0.5450 0.3527
C 3.250 -3.271 3.006 1.1375 0.3144 -1.0324
C -6.051 -2.075 1.255 2.7972 0.2279 -0.5781
C -3.314 -4.525 -0.794 -0.4750 0.1329 2.0406
C 0.654 -1.034 -1.400 0.3973 0.4514 -1.6796
C 1.632 3.562 4.538 -1.3169 0.4679 -2.5082
C 2.215 2.230 -3.485 2.5345 -0.6610 1.0725
C -4.775 2.614 1.450 -2.6386 -0.5227 -1.2866
C 3.090 -1.583 4.460 1.1944 0.7657 0.9080
C 3.471 0.152 -3.426 -0.0070 0.1013 -0.1398
C 4.688 0.200 0.694 -0.8850 -0.6479 1.0371
C -2.402 -5.409 0.014 0.9172 -0.1224 1.2562
C -5.695 -3.437 1.832 -0.1144 -2.6728 -1.4307
C -4.226 0.565 -1.445 -0.3168 -1.4571 2.1863
C 3.060 -4.419 -1.422 1.7989 1.0113 1.8653
C -0.273 5.231 -1.250 -0.6599 1.6849 -1.6585
C 0.944 6.068 -0.859 0.1413 -0.5866 0.7985
C 5.745 2.270 0.326 -1.0495 0.6383 -0.2026
C 1.190 2.541 3.429 1.0929 1.2074 0.9782
C 3.660 -4.706 -2.788 -1.6451 -0.1795 -0.1042
C 5.946 0.762 0.123 0.4614 1.1007 1.4659
C -2.378 -2.025 -3.890 -0.2614 -1.0743 -0.6581
C 0.074 3.794 -1.026 -0.2286 0.4742 -0.4011
C 1.398 -0.159 0.623 -0.3001 -0.9369 -0.7518
C -0.065 0.278 0.495 0.0683 0.1181 -1.2742
C -5.381 -1.880 3.493 0.3011 -0.9090 0.9750
C 1.616 4.845 3.610 -0.5062 -1.0049 -0.0291
C -0.635 -2.379 -5.373 -1.2280 0.0636 1.1665
C -0.570 -1.609 4.692 -0.3947 1.0689 1.0122
H 3.099 -0.515 -2.596 -0.0144 0.8392 -1.1425
H -1.834 2.828 1.328 -0.0691 -0.5049 -0.1945
H 1.517 0.413 -4.221 -0.8667 -0.6796 -0.7340
H 4.536 -5.297 -2.696 0.9797 -0.3554 -0.0437
H -4.426 0.333 -4.301 -0.0138 0.4620 0.0839
H 0.816 3.551 5.270 0.8522 0.2233 0.4400
H -0.655 0.626 -1.585 0.0156 -0.6475 0.2437
H 0.650 1.729 3.823 -0.4355 -1.2394 0.4546
H -3.450 -2.901 0.693 0.5020 -0.1755 0.3768
H 1.529 2.089 -2.665 -0.5236 0.0637 0.2072
H 4.202 -3.069 5.547 0.0736 0.1033 -0.4487
H -0.175 1.352 0.504 0.3340 0.3096 -0.0400
H 5.118 -2.281 2.670 0.0281 -0.1653 0.1900
H -4.052 2.091 3.385 0.0098 0.3554 0.1614
H 1.674 -0.853 1.418 -0.4239 0.0025 0.0142
H -4.541 -1.913 4.228 -0.5972 1.0248 -0.6724
H 3.334 -5.055 -0.546 -0.4494 -0.1467 -1.0626
H -1.132 5.490 -0.659 -0.4007 -0.0740 0.3742
H 2.654 3.303 4.776 -0.0907 0.0559 0.9881
H 1.474 5.858 4.009 0.3144 -0.4976 0.1260
H -3.192 -2.096 -4.615 -0.1665 0.0636 -0.1047
H 5.266 -3.927 3.336 0.3184 0.0062 0.4240
H 5.253 -1.713 5.118 -1.0113 -0.1285 -0.2683
H -3.074 -4.522 -1.822 0.3127 -0.2070 -1.2735
H -0.605 5.456 -2.327 0.5702 -0.7540 1.4186
H -6.168 0.312 -3.966 0.3100 -0.3764 0.5342
H -5.820 -0.136 2.203 0.3786 0.2767 0.1165
H -0.711 -0.051 1.262 -0.5112 -0.8771 0.9794
H -3.012 -2.393 -0.938 -0.2154 -0.1378 0.6891
H 4.611 -3.183 -4.127 -0.1891 -0.2044 0.5829
H 2.941 -2.840 -3.609 0.0538 -0.1839 0.0141
H 2.772 1.140 -5.278 0.0206 -0.0852 -0.1594
H -2.719 4.931 0.871 -0.7554 -0.3008 0.1634
H -4.123 2.716 -1.126 -0.5548 -0.5035 -0.4089
H 2.860 -4.148 3.534 -0.4036 0.4594 0.1262
H -0.766 -3.315 -3.263 0.2080 0.3437 -0.9985
H 2.959 -5.214 -3.438 -0.0824 -0.3085 -0.1628
H -4.935 2.776 -3.788 -0.3745 -0.0781 0.0374
H 5.231 2.733 -0.544 0.5866 -0.0884 0.2715
H 2.376 5.161 0.571 -0.6997 -0.5035 -0.5965
H 6.580 2.913 0.653 -0.1266 -0.5466 -0.4806
H 0.831 6.709 0.016 -0.6120 0.0406 -0.2985
H -3.096 1.985 -2.331 -0.7918 0.0924 0.0472
H -4.372 -4.765 -0.633 0.2938 0.2946 -0.0820
H -2.166 -6.388 -0.377 -0.0745 -0.2701 0.0682
H 0.361 -2.696 -5.491 1.3255 0.0212 -0.3079
H 4.835 -0.717 1.287 -0.2644 0.2367 -0.7700
H 2.080 2.240 2.890 -0.0350 -0.2496 -0.4037
H -7.058 -1.877 1.416 -2.1157 0.0520 0.0816
H 2.048 3.140 -4.002 -0.4959 0.6578 -0.6107
H -3.641 5.011 2.405 0.3382 0.0189 0.0029
H 2.081 0.643 0.653 0.4983 1.1175 0.2215
H 0.390 -1.089 4.957 -1.0183 -0.3460 -0.6528
H 6.752 0.488 0.818 0.2742 -0.3781 -0.8894
H -2.022 3.356 2.978 0.3286 0.1168 0.2753
H -1.213 -2.501 -6.294 0.1480 -0.2261 0.0125
H 3.942 0.092 -0.085 -0.1190 -0.4376 0.0121
H -3.331 1.153 2.121 -0.4165 -0.6519 -0.3304
H 2.010 -4.186 -1.360 -0.4670 -0.0327 -0.2414
H -1.017 -2.059 5.581 0.1768 0.1713 -0.1964
H 2.563 4.719 3.046 -0.4409 0.6432 0.0276
H -2.716 -5.465 1.102 -0.1333 -0.2452 -1.1902
H -6.321 -1.693 4.006 -0.0785 -0.0138 0.2144
H 5.983 0.440 -0.902 0.8290 -0.0496 -0.2965
H -2.821 -2.073 -2.930 -0.3528 0.1680 0.9736
H 4.176 -0.412 -4.054 -0.4183 -0.0037 0.1371
H 3.164 -3.355 1.951 -0.3339 -0.5032 -0.8531
H 1.344 6.654 -1.664 0.0510 0.2550 -0.4690
H -5.812 -1.954 0.177 -0.1251 -0.2303 0.7589
H -6.080 2.232 -2.483 -1.3213 0.3385 -0.2450
H -4.183 -1.000 1.990 -1.4044 0.2376 -0.4327
H -1.744 -4.033 -4.548 -0.5277 -0.6499 -0.2019
H 2.831 4.992 -1.121 -0.6036 -0.2575 0.3128
H -1.360 -0.858 -0.915 -1.2233 -0.4943 0.1030
```
Positions in Å, forces in eV/Å.

Calculated values
- LUMO level (eV) = 0.5
- energy (hartree) = -4637.79185
- HOMO level (Ha) = -0.36103
- Kohn-Sham gap (eV) = 10.345
- molecular weight (g/mol) = 1118.0
- net charge = 0

Atomic partial charges in e from the Löwdin method, atoms 1 to 2: atom 1 (Cl): 0.607, atom 2 (Cl): 0.476